No. 1
Molecular formula: C4H2O2
Method: DFT, ωB97M-V with the def2-TZVPD basis set

Energy above the lowest of the compared OMol25 structures with the same formula, charge and spin in eV: 5.5360
M in Da: 82.06
Orbital gap (spin up / spin down) in hartree: 0.2957 / 0.3091

Structure (XYZ):
```
8
Properties=species:S:1:pos:R:3:forces:R:3:mulliken_charge:R:1
C 0.4808 0.0021 0.9903 -1.2 1.5 -1.6 -0.14
C -0.4775 -0.0433 -0.9972 -1.2 1.2 -1.6 0.10
C 0.6002 0.6483 -0.3059 0.8 -0.3 1.6 0.07
C -0.7353 -0.5801 0.3184 0.3 0.0 1.3 -0.20
O 0.2917 1.4311 0.8115 -0.2 1.2 -0.4 -0.34
O -0.2296 -1.4045 -0.6502 -0.1 -2.2 -1.4 -0.33
H 1.1611 -0.3010 1.6975 1.2 -1.0 1.4 0.46
H -1.0914 0.2473 -1.8644 0.4 -0.3 0.8 0.38
```
Positions in Å, forces in eV/Å.

No. 2
Molecular formula: C3H5OS
Method: DFT, ωB97M-V with the def2-TZVPD basis set

Energy above the lowest of the compared OMol25 structures with the same formula, charge and spin in eV: 0.6511
Structure (SMILES): O=CCC[S-]
M in Da: 89.14
Orbital gap in hartree: 0.2413
Charge: -1

Structure (XYZ):
```
10
Properties=species:S:1:pos:R:3:forces:R:3:mulliken_charge:R:1
O 0.3962 -0.0097 2.6144 -0.1 0.0 0.1 -0.53
C 0.0325 -0.3342 1.5088 0.3 -0.8 -1.0 0.06
C 0.9195 -0.2591 0.2784 1.9 0.8 0.8 -0.44
C 0.3721 0.7429 -0.7053 -2.1 -0.4 -1.2 -0.70
S -0.9215 -0.0914 -1.7602 0.1 -0.1 0.0 -0.73
H -0.9918 -0.7008 1.3065 0.0 0.2 0.1 0.32
H 1.9088 0.0645 0.6586 -0.3 0.3 0.2 0.25
H 1.2053 -1.1684 -0.2562 -0.9 -0.3 0.2 0.30
H -0.2400 1.5224 -0.2425 0.7 0.2 0.3 0.22
H 1.0817 1.1699 -1.4095 0.4 0.0 0.5 0.24
```
Positions in Å, forces in eV/Å.

No. 3
Molecular formula: C19H30CuNO5Si
Method: DFT, ωB97M-V with the def2-TZVPD basis set

Spin multiplicity: 2
M in Da: 444.08
Orbital gap (spin up / spin down) in hartree: 0.2613 / 0.2918
⟨S²⟩: 0.7543
Charge: -1

Structure (XYZ):
```
57
Properties=species:S:1:pos:R:3:forces:R:3:mulliken_spin:R:1
Cu 0.0192 -1.7949 -0.5479 0.0 0.0 0.1 0.51
O 0.1189 -3.8602 4.9140 0.1 0.0 0.1 0.00
C 0.0711 -3.6488 3.5729 -0.1 0.0 -0.2 0.00
C -1.1453 -3.5560 2.8947 -0.1 -0.1 0.1 0.00
C -1.1043 -3.3155 1.5359 0.1 0.0 -0.2 0.00
N 0.0567 -3.2090 0.9132 0.0 0.1 0.1 0.05
C 1.2232 -3.2608 1.5388 -0.1 -0.1 -0.2 0.00
C 1.2818 -3.4995 2.8965 0.1 -0.1 0.1 0.00
C 2.3750 -2.9382 0.5696 0.1 0.0 0.1 -0.01
O 3.5145 -3.2793 0.8561 -0.1 0.1 0.1 0.01
O 1.9811 -2.3104 -0.4790 0.2 0.0 0.0 0.04
C -2.2736 -3.0514 0.5736 -0.1 -0.1 0.1 -0.01
O -3.3943 -3.4444 0.8749 0.1 0.1 0.1 0.01
O -1.9175 -2.4208 -0.4845 -0.2 0.0 0.0 0.04
H -0.7772 -3.9302 5.2541 -0.1 0.0 0.0 0.00
H -2.0944 -3.6391 3.4120 0.0 0.0 0.0 0.00
H 2.2241 -3.5414 3.4248 0.0 0.0 0.0 0.00
C 0.4952 0.0848 -3.5032 0.0 0.0 0.1 0.01
C -0.2967 1.0594 -2.6189 0.1 -0.1 0.2 0.03
C -1.7771 0.8709 -2.9729 0.1 0.0 0.1 0.01
C 0.1102 2.4929 -2.9759 0.0 -0.1 0.0 0.01
Si -0.0150 0.5594 -0.7321 0.0 0.4 -0.1 0.18
C 1.7216 1.2702 -0.1156 -0.1 -0.1 -0.1 0.03
C 2.1797 0.5550 1.1652 -0.1 0.0 0.0 0.03
C 1.7409 2.7796 0.1593 -0.1 -0.1 -0.1 0.02
C 2.7859 0.9569 -1.1786 -0.1 0.0 0.0 0.00
C -1.4492 1.3418 0.3844 0.1 -0.1 -0.2 0.04
C -1.0720 1.1898 1.8648 0.0 0.0 -0.1 0.01
C -2.7772 0.5944 0.1929 0.1 0.0 0.1 0.03
C -1.7215 2.8265 0.1027 0.1 -0.1 0.0 0.01
H 0.2787 0.2796 -4.5612 0.0 0.0 0.0 0.00
H 0.2157 -0.9488 -3.2832 0.0 0.0 -0.1 -0.01
H 1.5712 0.1740 -3.3592 0.0 0.0 0.0 0.00
H -1.9118 0.9431 -4.0594 0.0 0.0 0.0 0.00
H -2.3995 1.6417 -2.5158 0.0 -0.1 0.0 0.00
H -2.1394 -0.1081 -2.6477 -0.1 0.0 0.0 0.00
H -0.1362 2.7000 -4.0259 0.0 0.0 0.0 0.00
H 1.1828 2.6492 -2.8535 -0.1 0.1 0.0 0.00
H -0.4142 3.2261 -2.3604 0.0 0.0 0.0 0.00
H 1.4934 0.6891 1.9998 0.0 0.0 0.0 0.00
H 3.1567 0.9502 1.4704 0.0 0.0 0.0 0.00
H 2.2989 -0.5120 0.9874 0.0 0.1 0.0 -0.01
H 1.1319 3.0352 1.0280 0.0 0.1 0.0 0.00
H 1.3845 3.3592 -0.6935 0.0 0.1 0.0 0.00
H 2.7701 3.0945 0.3740 0.0 0.0 0.0 0.00
H 2.7832 -0.1067 -1.4280 0.1 0.0 0.0 0.00
H 3.7799 1.2088 -0.7889 0.0 0.0 0.0 0.00
H 2.6345 1.5415 -2.0878 0.1 -0.1 0.0 0.00
H -0.7668 0.1639 2.0945 0.0 0.0 0.1 0.00
H -1.9385 1.4309 2.4927 0.0 0.0 0.0 0.00
H -0.2656 1.8682 2.1469 0.0 -0.1 0.0 0.00
H -2.6723 -0.4728 0.3697 0.0 0.0 0.0 -0.02
H -3.1833 0.7178 -0.8091 0.0 0.0 0.0 0.00
H -3.5173 0.9846 0.9037 0.0 0.0 0.0 0.00
H -0.8298 3.4437 0.2078 0.0 0.0 0.0 0.00
H -2.4726 3.1982 0.8118 0.0 0.0 0.0 0.00
H -2.1178 2.9673 -0.9048 0.0 0.1 0.1 0.00
```
Positions in Å, forces in eV/Å.